Entry 1:
{"formula": "C16H48N4O6", "method": "ωB97M-V/def2-TZVPD", "species": ["C", "C", "C", "O", "C", "N", "H", "H", "H", "H", "H", "H", "H", "H", "H", "H", "H", "C", "C", "C", "O", "C", "N", "H", "H", "H", "H", "H", "H", "H", "H", "H", "H", "H", "C", "C", "C", "O", "C", "N", "H", "H", "H", "H", "H", "H", "H", "H", "H", "H", "H", "C", "C", "C", "O", "C", "N", "H", "H", "H", "H", "H", "H", "H", "H", "H", "H", "H", "O", "H", "H", "O", "H", "H"], "coordinates": [[-2.824, -3.094, 1.322], [-1.696, -2.917, 0.326], [-0.517, -3.798, 0.629], [0.665, -3.319, 0.021], [1.787, -4.088, 0.332], [-2.143, -3.133, -1.060], [-3.157, -4.135, 1.420], [-3.748, -2.611, 1.002], [-2.449, -2.746, 2.286], [-1.260, -1.922, 0.520], [-0.730, -4.827, 0.293], [-0.349, -3.943, 1.708], [1.940, -4.148, 1.416], [2.676, -3.680, -0.140], [1.708, -5.124, -0.022], [-1.321, -2.812, -1.569], [-2.844, -2.423, -1.255], [1.534, -2.320, -2.918], [0.444, -1.272, -2.691], [1.005, 0.140, -2.957], [0.009, 1.086, -2.647], [0.483, 2.416, -2.634], [-0.752, -1.651, -3.443], [1.690, -2.275, -3.999], [1.168, -3.283, -2.569], [2.477, -2.149, -2.399], [0.150, -1.238, -1.635], [1.387, 0.271, -3.977], [1.853, 0.243, -2.266], [1.082, 2.629, -3.530], [1.217, 2.504, -1.828], [-0.280, 3.186, -2.606], [-1.418, -0.880, -3.561], [-0.431, -1.592, -4.423], [-2.442, 4.547, 1.233], [-1.400, 3.489, 0.834], [-0.010, 4.102, 0.542], [-0.087, 4.997, -0.572], [-0.334, 6.360, -0.263], [-1.231, 2.511, 1.919], [-2.064, 5.113, 2.084], [-3.325, 4.010, 1.597], [-2.793, 5.095, 0.365], [-1.731, 3.030, -0.106], [0.673, 3.330, 0.184], [0.359, 4.603, 1.441], [-1.401, 6.535, -0.144], [0.093, 6.946, -1.074], [0.137, 6.708, 0.662], [-2.176, 2.189, 2.130], [-0.821, 1.686, 1.479], [1.071, 0.064, 1.618], [2.556, -0.290, 1.531], [2.921, -1.162, 2.738], [2.557, -0.532, 3.945], [2.608, -1.477, 4.989], [2.897, -0.949, 0.257], [0.998, 0.845, 2.384], [0.413, -0.744, 1.939], [0.623, 0.492, 0.718], [3.232, 0.574, 1.548], [3.983, -1.426, 2.769], [2.326, -2.075, 2.597], [1.870, -2.275, 4.844], [2.391, -1.026, 5.953], [3.588, -1.967, 5.008], [3.082, -1.902, 0.533], [2.236, -0.850, -0.491], [-3.926, 0.247, -2.735], [-4.139, -0.166, -3.579], [-4.491, 1.028, -2.694], [-1.831, 0.405, -0.713], [-2.654, 0.364, -1.224], [-1.116, 0.477, -1.388]], "atomic_forces_ev_per_a": [[-0.02, -0.75, 0.00], [0.08, 0.44, 0.36], [-0.02, -1.69, 0.40], [-0.17, 0.41, -0.29], [0.07, -0.72, 0.17], [0.85, 0.58, 0.73], [0.43, -0.13, 0.03], [0.26, 0.60, 0.13], [-0.51, 0.09, 0.12], [-0.48, 0.25, -0.46], [0.04, 0.08, -0.32], [-0.04, 0.55, 0.11], [0.08, 0.12, 0.08], [-0.07, 0.22, -0.07], [-0.23, -0.01, -0.08], [-0.43, -0.35, -0.76], [-0.01, -0.04, -0.10], [-0.66, 0.30, -0.14], [0.21, 0.88, 0.95], [0.07, -0.73, 0.43], [-0.57, 0.17, -0.43], [1.50, 0.02, -0.40], [0.35, 0.81, -2.07], [0.37, -0.61, 0.01], [-0.05, -0.12, -0.39], [-0.04, 0.39, -0.02], [0.10, -0.23, 0.08], [-0.14, 0.01, -0.10], [0.11, 0.27, -0.12], [-0.19, -0.19, -0.22], [-0.29, 0.35, 0.30], [-0.40, -0.40, 0.45], [0.01, 0.08, 1.22], [0.03, -0.94, 0.15], [0.05, -1.33, 0.23], [0.46, 0.56, -0.11], [-1.11, 0.16, -0.64], [0.33, 0.32, 0.39], [0.08, -0.23, 0.02], [-0.53, -0.26, -0.66], [-0.09, 0.50, -0.27], [0.00, 0.01, 0.04], [0.27, 0.48, 0.16], [-0.02, -0.15, 0.07], [0.08, -0.15, 0.48], [0.21, -0.04, -0.03], [-0.09, 0.28, -0.22], [-0.23, 0.09, -0.12], [0.20, -0.32, 0.08], [0.17, 0.01, 0.27], [0.05, 0.14, 0.30], [0.18, 1.16, 0.80], [-0.11, 0.57, -0.72], [-0.45, -0.05, -0.68], [-0.05, -0.07, 0.02], [-0.04, -0.47, 0.00], [1.21, -0.48, 1.38], [-0.26, -0.14, -0.03], [0.28, -0.32, -0.08], [0.42, -0.16, -0.29], [-0.66, 0.42, 0.39], [0.11, -0.02, -0.17], [0.08, -0.26, 0.22], [-0.08, 0.04, -0.14], [0.14, 0.36, -0.12], [0.10, 0.09, 0.20], [-0.22, -0.27, -1.01], [-0.49, -0.30, 0.25], [-0.21, 0.12, -0.14], [0.04, -0.05, 0.11], [0.07, -0.07, 0.00], [0.27, -0.06, -0.17], [0.33, -0.07, -0.01], [-0.70, 0.23, 0.42]], "lowdin_charge": [-0.060, -0.464, -0.219, -0.203, -0.135, 0.075, 0.080, 0.075, 0.078, 0.114, 0.134, 0.126, 0.085, 0.074, 0.095, 0.025, 0.061, -0.046, -0.451, -0.195, -0.223, -0.078, 0.051, 0.083, 0.076, 0.074, 0.107, 0.135, 0.118, 0.092, 0.086, 0.092, 0.069, 0.086, -0.060, -0.437, -0.180, -0.205, -0.111, 0.053, 0.087, 0.072, 0.067, 0.118, 0.102, 0.124, 0.062, 0.085, 0.089, 0.072, 0.023, -0.050, -0.393, -0.224, -0.170, -0.114, 0.066, 0.078, 0.084, 0.058, 0.132, 0.133, 0.110, 0.087, 0.088, 0.086, 0.027, 0.027, -0.045, 0.054, 0.057, -0.071, -0.001, 0.008], "total_energy_ha": -1308.7682, "relative_energy_ev": 1.160, "fmax_ev_per_a": 2.251, "smiles": "COC[C@H](C)N.COC[C@H](C)N.COC[C@H](C)N.COC[C@H](C)N.O.O"}

Entry 2:
{"formula": "C6H36N2O10", "method": "ωB97M-V/def2-TZVPD", "species": ["N", "C", "C", "C", "C", "N", "C", "C", "H", "H", "H", "H", "H", "H", "H", "H", "H", "H", "H", "H", "H", "H", "H", "H", "H", "H", "O", "H", "H", "O", "H", "H", "O", "H", "H", "O", "H", "H", "O", "H", "H", "O", "H", "H", "O", "H", "H", "O", "H", "H", "O", "H", "H", "O"], "coordinates": [[0.419, 0.073, 0.232], [-0.575, 0.799, -0.617], [-1.505, 1.632, 0.311], [-2.504, 2.722, -0.176], [-1.353, -0.284, -1.412], [-0.428, -1.113, -2.242], [0.064, -2.346, -1.600], [-0.840, -1.090, -3.664], [-0.116, -0.637, 0.777], [0.780, 0.760, 0.872], [0.019, 1.325, -1.367], [-0.909, 2.243, 1.039], [-2.012, 0.858, 0.894], [-1.983, 3.642, -0.421], [-3.225, 2.842, 0.580], [-2.840, 2.559, -1.200], [-2.127, 0.158, -2.060], [-1.769, -1.044, -0.719], [1.001, -2.567, -2.102], [-0.614, -3.181, -1.662], [0.275, -2.058, -0.588], [-1.169, -0.115, -4.057], [-0.037, -1.446, -4.342], [-1.612, -1.826, -3.813], [3.560, -2.655, 1.968], [2.654, -1.554, 1.113], [2.904, -1.954, 1.982], [4.181, 2.022, 1.576], [2.770, 2.126, 1.977], [3.299, 2.079, 1.179], [2.351, -0.813, -0.941], [3.110, 0.373, -0.336], [3.034, -0.600, -0.303], [2.790, -0.007, 3.377], [2.103, 1.176, 4.141], [1.995, 0.559, 3.410], [-3.465, -1.246, 1.299], [-4.282, -0.918, -0.059], [-4.191, -0.763, 0.881], [-1.143, -3.858, 0.433], [-1.343, -2.974, 1.569], [-1.549, -3.002, 0.630], [-0.286, 0.686, 4.837], [-0.039, 1.285, 3.417], [-0.685, 0.834, 3.967], [-0.731, -0.922, 3.054], [0.107, -1.867, 3.784], [-0.762, -1.856, 3.357], [1.254, 0.317, -2.792], [2.803, 1.092, -2.889], [2.011, 0.676, -3.233], [0.255, 2.752, -3.869], [0.376, 3.482, -2.656], [-0.021, 3.625, -3.534]], "atomic_forces_ev_per_a": [[-1.71, -0.47, -0.65], [0.19, -0.36, 0.82], [0.18, 0.94, 0.19], [2.03, -0.88, -2.08], [0.50, -0.31, 0.28], [-3.14, -0.06, -0.59], [1.53, 1.58, -0.92], [1.92, -0.18, -0.80], [0.66, 0.82, -0.09], [0.44, -0.09, 0.44], [-0.25, 0.64, 0.16], [0.17, -1.06, -0.51], [-0.26, 0.24, 0.09], [0.33, 0.40, 0.85], [-1.20, 0.34, 0.45], [-1.05, -0.72, 0.23], [0.42, -0.17, 0.29], [-0.09, 0.57, -0.06], [0.13, -0.43, -0.17], [-0.53, -0.02, -0.31], [-0.02, -0.32, 0.34], [0.11, -0.27, 0.77], [-0.07, 0.19, 0.62], [-0.70, -0.33, 0.28], [-0.08, 0.21, -0.73], [1.20, -0.61, 0.59], [-0.96, 0.51, 0.66], [0.06, 0.02, -0.49], [-0.53, -0.19, 0.09], [0.51, 0.07, 0.12], [-0.09, 0.17, -0.02], [-0.09, -0.50, 0.46], [0.63, 0.37, -0.59], [-0.46, 0.10, -0.11], [0.28, -0.19, 0.17], [0.41, 0.06, -0.12], [-0.28, -0.25, -0.69], [0.36, -0.51, 0.05], [-0.09, 0.68, 0.65], [-0.31, 0.02, -0.33], [-0.09, 0.65, 0.86], [0.30, -0.57, 0.02], [-0.06, 0.09, -0.42], [0.21, -0.03, 0.27], [-0.50, 0.18, 0.05], [-0.56, -0.39, 0.52], [-0.09, -0.55, 0.01], [0.55, 0.60, -0.67], [0.53, 0.34, 1.45], [-0.59, -0.28, 1.15], [0.02, 0.01, -2.59], [-0.25, 0.46, -0.77], [-0.29, 0.93, -0.01], [0.64, -1.45, 0.79]], "mulliken_spin": [0.006, 0.069, 0.003, 0.001, 0.029, 0.752, -0.012, -0.010, 0.003, 0.001, -0.019, 0.002, -0.003, 0.000, 0.000, 0.000, -0.009, 0.025, 0.013, 0.050, 0.000, 0.006, 0.013, 0.046, 0.000, 0.001, 0.000, 0.000, 0.000, 0.000, -0.002, 0.001, 0.001, 0.000, 0.000, 0.000, 0.000, 0.000, 0.002, 0.000, 0.001, 0.002, 0.000, 0.000, 0.000, 0.000, 0.000, 0.000, 0.017, 0.000, 0.013, 0.000, 0.000, 0.000], "total_energy_ha": -1111.7482, "relative_energy_ev": 0.881, "fmax_ev_per_a": 3.199, "total_charge": 1, "s2": 0.7543, "spin_multiplicity": 2}